C24H18Cl5N2ReS2 | ωB97M-V/def2-TZVPD

Structure (ORCA input):
```
! wB97M-V def2-TZVPD RIJCOSX def2/J DEFGRID3
* xyz 3 2
Re 0.309 -2.758 1.454
S 1.761 -1.106 1.043
C 0.845 0.240 0.399
N 1.411 1.241 -0.178
C 0.557 2.310 -0.749
C -0.640 2.530 0.136
N -1.334 1.240 0.365
C -2.832 1.294 0.377
C -3.306 1.680 -0.998
C -3.889 2.924 -1.211
C -4.327 3.271 -2.482
C -4.173 2.381 -3.535
C -3.590 1.136 -3.323
C -3.157 0.784 -2.056
C -0.630 0.178 0.515
S -1.344 -1.401 0.897
C 2.890 1.296 -0.429
C 3.287 0.382 -1.560
C 4.222 -0.621 -1.322
C 4.639 -1.441 -2.361
C 4.114 -1.270 -3.633
C 3.181 -0.268 -3.874
C 2.774 0.563 -2.843
H 0.261 1.995 -1.753
H 1.150 3.218 -0.826
H -1.347 3.205 -0.343
H -0.366 2.928 1.117
H -3.098 2.043 1.124
H -3.201 0.324 0.700
H -4.032 3.612 -0.384
H -4.797 4.231 -2.646
H -4.521 2.651 -4.523
H -3.493 0.437 -4.143
H -2.733 -0.203 -1.889
H 3.380 1.001 0.500
H 3.119 2.343 -0.616
H 4.654 -0.739 -0.334
H 5.386 -2.202 -2.180
H 4.446 -1.903 -4.445
H 2.796 -0.116 -4.873
H 2.093 1.378 -3.064
Cl -0.095 -5.180 2.087
C -0.033 -4.279 3.607
C 0.148 -2.901 3.373
C 0.142 -2.029 4.489
Cl 0.273 -0.352 4.244
C 0.024 -2.559 5.765
Cl 0.047 -1.543 7.122
C -0.129 -3.963 5.940
Cl -0.276 -4.594 7.477
C -0.174 -4.859 4.829
Cl -0.390 -6.527 5.012
*
```

Results
- Highest occupied orbital energy (alpha / beta): -16.770 / -16.777 eV
- ⟨S²⟩: 0.823
- Kohn-Sham gap (alpha / beta): 4.46 / 5.08 eV
- Energy above the lowest of the compared OMol25 structures with the same formula, charge and spin: 3.4 kcal per mole

=====

C39H56As2F3O2SeZr | ωB97M-V/def2-TZVPD

Structure (ORCA input):
```
! wB97M-V def2-TZVPD RIJCOSX def2/J DEFGRID3
* xyz 1 1
Zr -0.408 -0.046 -1.120
C -6.596 -3.917 -3.011
C -6.041 -2.513 -3.276
C -5.806 -2.330 -4.782
C -7.077 -1.488 -2.816
C -4.707 -2.334 -2.555
C -4.448 -1.272 -1.706
C -3.199 -1.159 -1.108
Se -2.875 0.290 0.128
C -2.707 1.875 -0.964
C -3.837 2.428 -1.561
C -3.727 3.598 -2.285
C -2.465 4.203 -2.351
C -1.313 3.691 -1.777
C -1.455 2.484 -1.069
O -0.363 1.846 -0.525
C 0.041 4.392 -1.924
C -0.100 5.697 -2.706
C 0.614 4.727 -0.541
C 1.034 3.508 -2.698
C -4.904 4.234 -3.021
C -4.589 4.242 -4.524
C -5.109 5.674 -2.538
C -6.199 3.456 -2.798
C -2.181 -2.094 -1.341
O -0.968 -1.911 -0.710
C -2.399 -3.161 -2.223
C -3.674 -3.247 -2.773
C -1.364 -4.238 -2.594
C -1.688 -5.505 -1.792
C -1.441 -4.554 -4.096
C 0.090 -3.841 -2.307
H -7.573 -4.025 -3.483
H -5.953 -4.698 -3.417
H -6.715 -4.101 -1.942
H -6.745 -2.439 -5.326
H -5.400 -1.341 -4.996
H -5.107 -3.072 -5.170
H -8.024 -1.679 -3.320
H -7.256 -1.541 -1.741
H -6.777 -0.468 -3.065
H -5.208 -0.537 -1.486
H -4.789 1.930 -1.446
H -2.388 5.128 -2.904
H -0.768 6.405 -2.212
H 0.880 6.170 -2.784
H -0.461 5.534 -3.723
H -0.068 5.366 0.023
H 0.806 3.829 0.041
H 1.557 5.266 -0.656
H 0.653 3.252 -3.688
H 1.972 4.051 -2.830
H 1.260 2.585 -2.167
H -3.699 4.833 -4.742
H -4.421 3.231 -4.897
H -5.420 4.677 -5.081
H -4.245 6.304 -2.746
H -5.966 6.116 -3.050
H -5.302 5.711 -1.465
H -6.132 2.435 -3.180
H -6.471 3.413 -1.742
H -7.014 3.949 -3.327
H -3.875 -4.078 -3.432
H -2.680 -5.886 -2.037
H -0.961 -6.288 -2.014
H -1.657 -5.309 -0.718
H -2.371 -5.038 -4.387
H -1.323 -3.654 -4.702
H -0.637 -5.244 -4.354
H 0.296 -3.727 -1.245
H 0.741 -4.624 -2.700
H 0.355 -2.909 -2.818
C 3.505 0.597 -0.338
As 2.314 -0.730 -1.091
C 3.231 -1.284 -2.684
C 2.425 -2.229 0.124
C 3.236 -3.322 -0.160
C 3.271 -4.404 0.710
C 2.503 -4.390 1.863
C 1.697 -3.297 2.151
C 1.643 -2.212 1.283
As 0.513 -0.665 1.645
C 1.545 0.243 3.011
C -0.915 -1.434 2.692
H 4.400 0.086 0.016
H 3.020 1.123 0.480
H 3.762 1.325 -1.106
H 4.278 -1.459 -2.431
H 3.152 -0.494 -3.428
H 2.776 -2.191 -3.078
H 3.838 -3.353 -1.059
H 3.896 -5.257 0.483
H 2.528 -5.233 2.541
H 1.103 -3.312 3.056
H 1.863 -0.517 3.725
H 0.927 0.987 3.511
H 2.418 0.731 2.587
H -0.512 -1.893 3.594
H -1.428 -2.177 2.083
H -1.609 -0.644 2.974
F -1.610 -0.753 -4.093
C -1.225 0.217 -3.286
F -1.385 1.345 -3.944
F 0.340 0.037 -3.244
*
```

Results
- Highest occupied orbital energy: -10.813 eV
- Kohn-Sham gap: 8.19 eV
- Energy above the lowest of the compared OMol25 structures with the same formula, charge and spin: 26.5 kcal per mole